(1)
Here is C4H4N2O4 as an isolated structure from OMol25. Energies are from wB97M-V/def2-TZVPD.

Atoms and positions in Å:
C (1.39721, -0.75747, -0.27294)
C (0.00832, -0.50838, -0.13269)
C (-0.76848, 0.52103, -0.52632)
C (-2.24247, 0.24743, -0.26412)
H (1.71678, 1.67089, 1.20105)
H (3.04592, 0.34833, -0.23754)
H (-0.15903, 1.67118, -0.96213)
H (-2.90782, -1.42290, 1.10100)
N (2.30305, 0.23406, 0.19075)
N (-2.06518, -1.13707, 0.17012)
O (1.82240, 1.56981, 0.15523)
O (1.89689, -1.76120, -0.52563)
O (-3.19529, 0.79985, -0.24057)
O (-0.85229, -1.47556, 0.34378)

Forces on atoms 1 to 2 (eV/Å):
1.744 3.727 2.279
-5.173 1.472 -0.077

Output
HOMO energy, eV: -9.238
Total charge: 0
Lowest unoccupied orbital energy, eV: -0.024
E_tot, Eh: -565.0285
HOMO-LUMO gap, eV: 9.21

=====

(2)
Here is one molecule with the formula C4H4N2O6S from OMol25. Energies are from wB97M-V/def2-TZVPD.

Atoms and positions in Å:
O (-1.68797, 2.26784, 0.33548)
N (-0.58019, 2.20143, -0.11967)
O (0.13951, 2.93411, -0.65416)
C (-0.05083, 0.85525, 0.05081)
C (-0.88520, -0.24680, 0.10612)
N (-2.37404, -0.23501, 0.02467)
O (-2.95289, -0.67688, 0.99210)
O (-2.88095, 0.29694, -0.95823)
S (0.15428, -1.74469, 0.18475)
O (-0.17048, -2.30906, -1.08660)
O (0.04098, -2.61222, 1.30381)
C (1.70091, -0.92592, 0.19411)
C (1.44893, 0.58494, -0.16717)
H (2.21648, -1.43054, -0.60034)
H (2.24024, -1.04832, 1.05050)
H (1.73910, 0.74154, -1.22378)
H (1.90210, 1.34737, 0.56760)

Forces on atoms 1 to 2 (eV/Å):
-1.147 2.253 0.158
-1.028 -4.989 1.959

Output
HOMO energy, eV: -11.173
SMILES: O=[N+]([O-])C1=C([N+](=O)[O-])S(=O)(=O)CC1
Total charge: 0
Lowest unoccupied orbital energy, eV: -1.685
E_tot, Eh: -1113.6700
HOMO-LUMO gap, eV: 9.49

=====

(3)
Here is C4H4N2OS as an isolated structure from OMol25. Energies are from wB97M-V/def2-TZVPD.

Atoms and positions in Å:
C (0.13437, 0.60656, -0.61413)
C (-0.33548, 1.25741, 0.49610)
C (0.20639, -0.77945, -0.33285)
C (-0.65358, 0.18549, 1.44965)
N (-0.22367, -0.99953, 0.91332)
N (-1.15332, 0.34313, 2.60856)
O (-1.55260, 1.36466, 3.06901)
S (-1.32678, -1.75847, 3.50422)
H (0.54659, 0.92138, -1.54228)
H (-0.47089, 2.26575, 0.71161)
H (0.51687, -1.55334, -0.93801)
H (-0.21107, -1.94306, 1.30808)

Forces on atoms 1 to 2 (eV/Å):
0.745 -1.255 -0.179
-0.553 -3.311 0.695

Output
HOMO energy (alpha / beta), eV: -7.324 / -8.507
⟨S²⟩: 2.02
Spin multiplicity: 3
Total charge: 0
Lowest unoccupied orbital energy (alpha / beta), eV: -1.112 / -1.578
E_tot, Eh: -737.5597
HOMO-LUMO gap (alpha / beta), eV: 6.21 / 6.93

=====

(4)
Here is one molecule with the formula C4H4N2S from OMol25. Energies are from wB97M-V/def2-TZVPD.

Atoms and positions in Å:
C (-1.24397, -1.22802, 0.29561)
C (-1.29660, 0.21008, -0.00970)
C (1.21758, -0.27871, -0.01045)
C (-1.74423, 1.39724, -0.28384)
N (-0.12885, -0.45101, 0.05776)
N (1.97071, -1.42897, -0.25173)
S (1.83634, 1.22370, 0.09642)
H (-0.92521, 2.07786, -0.36349)
H (-2.80486, 1.71068, -0.16946)
H (1.54178, -2.27113, -0.48663)
H (2.89891, -1.18201, -0.41154)

Forces on atoms 1 to 2 (eV/Å):
1.251 0.584 -0.260
-1.002 -0.894 0.145

Output
HOMO energy, eV: -9.293
Total charge: 0
Lowest unoccupied orbital energy, eV: -1.050
E_tot, Eh: -662.3566
HOMO-LUMO gap, eV: 8.24

=====

(5)
Here is one molecule with the formula C4H4N2S from OMol25. Energies are from wB97M-V/def2-TZVPD.

Atoms and positions in Å:
H (2.55781, -1.02844, 0.04379)
N (1.97807, -0.11636, 0.17973)
C (0.73746, -0.42292, -0.02084)
N (0.17988, -1.77901, -0.09677)
C (-1.06072, -1.61176, 0.02229)
S (-1.98363, -0.05053, 0.08063)
C (-0.41523, 0.70429, -0.01500)
C (-0.18408, 1.96826, -0.08876)
H (-1.70058, -2.51288, -0.06791)
H (-1.00121, 2.57622, 0.18229)
H (0.89223, 2.27312, -0.21945)

Forces on atoms 1 to 2 (eV/Å):
-1.227 1.875 0.595
-1.183 -2.363 -1.274

Output
HOMO energy, eV: -9.049
SMILES: [H]/N=C1\N=CSC1=C
Total charge: 0
Lowest unoccupied orbital energy, eV: 0.109
E_tot, Eh: -662.4585
HOMO-LUMO gap, eV: 9.16

=====

(6)
Here is one molecule with the formula C4H4N2S from OMol25. Energies are from wB97M-V/def2-TZVPD.

Atoms and positions in Å:
N (-2.91590, -1.24216, -0.13880)
C (-1.72814, -1.49745, -0.21316)
C (-0.24447, -1.42795, -0.41334)
C (0.29950, -0.65035, 0.88389)
C (0.67489, 0.52760, 0.05460)
S (1.41333, 1.94575, 0.39553)
N (0.39441, -0.09032, -1.03834)
H (0.23069, -2.34575, -0.81876)
H (0.94529, -1.30760, 1.35451)
H (-0.37809, -0.22055, 1.49237)
H (0.22863, 0.35823, -1.98854)

Forces on atoms 1 to 2 (eV/Å):
6.612 -1.774 -0.191
-5.497 2.117 -1.105

Output
HOMO energy, eV: -8.748
SMILES: N#C[C@@H]1CC(=S)N1
Total charge: 0
Lowest unoccupied orbital energy, eV: 0.143
E_tot, Eh: -662.4199
HOMO-LUMO gap, eV: 8.89

=====

(7)
Here is one molecule with the formula C4H4N2S from OMol25. Energies are from wB97M-V/def2-TZVPD.

Atoms and positions in Å:
H (2.19507, 0.29717, -0.32373)
N (1.96744, -0.73260, -0.11201)
C (0.71035, -0.63534, -0.19304)
N (-0.12210, -1.87199, 0.12780)
C (-1.41528, -1.58212, 0.06038)
S (-1.86172, 0.15874, -0.15126)
C (-0.18203, 0.47946, -0.11869)
C (0.09032, 1.81008, 0.07749)
H (-2.14929, -2.35700, -0.02237)
H (1.27452, 1.79251, 0.22363)
H (-0.50727, 2.64109, 0.43179)

Forces on atoms 1 to 2 (eV/Å):
0.816 -1.679 0.367
-0.269 2.719 -1.329

Output
HOMO energy, eV: -8.917
SMILES: [H]/N=C1/N=CSC1=C
Total charge: 0
Lowest unoccupied orbital energy, eV: -0.637
E_tot, Eh: -662.4265
HOMO-LUMO gap, eV: 8.28

=====

(8)
Here is a 2-piece molecular cluster, C4H4N2S overall from OMol25. Energies are from wB97M-V/def2-TZVPD.

Atoms and positions in Å:
C (1.89554, -0.13635, -0.02400)
C (0.70015, 0.44691, 0.01137)
C (-0.12019, 1.37233, 0.32956)
N (-1.24781, 1.72426, 0.56049)
H (2.86982, 0.43931, -0.08435)
H (2.11710, -1.21159, 0.16036)
H (-1.45831, 2.69404, 0.57419)
N (-1.75498, -1.42680, -0.21593)
C (-1.38885, -1.30855, 0.92333)
S (-1.09047, -1.29920, 2.43204)
H (-2.67110, -1.36000, -0.59169)

Forces on atoms 1 to 2 (eV/Å):
0.868 0.488 0.480
3.321 -1.146 0.482

Output
HOMO energy, eV: -8.721
SMILES: C=C=C=N.N=C=S
Total charge: 0
Lowest unoccupied orbital energy, eV: 0.047
E_tot, Eh: -662.3845
HOMO-LUMO gap, eV: 8.77

=====

(9)
Here is a 2-piece molecular cluster, C4H4N2S2 overall from OMol25. Energies are from wB97M-V/def2-TZVPD.

Atoms and positions in Å:
C (1.11959, -0.40402, 0.19910)
C (1.75059, 0.83192, 0.14132)
C (-0.23380, -0.13634, -0.07148)
C (-1.28070, -1.06115, -0.10516)
N (0.88243, 1.79493, -0.14950)
N (-0.28777, 1.22182, -0.26670)
S (-5.55668, 0.56600, 0.16415)
S (-2.86794, -0.57493, -0.27966)
H (1.54324, -1.36139, 0.41430)
H (2.78234, 1.07494, 0.29982)
H (-1.10791, 1.76602, -0.49899)
H (-3.41924, -1.79590, -0.17756)

Forces on atoms 1 to 2 (eV/Å):
-0.611 0.306 -0.174
-0.011 -0.240 0.077

Output
HOMO energy (alpha / beta), eV: -8.635 / -8.607
Total charge: 0
Lowest unoccupied orbital energy (alpha / beta), eV: -2.631 / -2.657
E_tot, Eh: -1060.4979
HOMO-LUMO gap (alpha / beta), eV: 6.00 / 5.95

=====

(10)
Here is one molecule with the formula C4H4N2S2 from OMol25. Energies are from wB97M-V/def2-TZVPD.

Atoms and positions in Å:
N (3.99074, 0.04354, -0.02722)
C (3.04634, -0.61653, -0.07553)
N (1.87445, -1.39794, -0.01854)
C (0.77911, -0.75620, -0.24395)
S (0.56441, 1.09308, -0.48762)
C (-1.00907, 0.99622, 0.50742)
C (-1.68338, -0.19752, -0.33300)
S (-0.67710, -1.68830, -0.16147)
H (-1.50039, 2.01262, 0.54873)
H (-0.85853, 0.81292, 1.61359)
H (-1.86800, 0.22139, -1.39379)
H (-2.65859, -0.52328, 0.07139)

Forces on atoms 1 to 2 (eV/Å):
-0.061 -0.307 -0.175
-1.849 -0.872 0.466

Output
HOMO energy, eV: -9.697
SMILES: N#CN=C1SCCS1
Total charge: 0
Lowest unoccupied orbital energy, eV: -0.020
E_tot, Eh: -1060.6551
HOMO-LUMO gap, eV: 9.68